(1)
{
  "formula": "C5H7N",
  "method": "ωB97M-V/def2-TZVPD",
  "species": ["C", "C", "C", "C", "C", "N", "H", "H", "H", "H", "H", "H", "H"],
  "xyz": [[-2.2644, -0.0380, 0.2829], [-1.2983, -0.1834, -0.4572], [-0.0526, -0.3257, -0.9827], [0.8048, 0.9062, -0.4339], [1.0228, -0.0099, 0.7953], [0.8522, -1.2031, -0.1442], [-3.1570, 0.1491, 0.8604], [0.0511, -0.4995, -2.0805], [1.6017, 1.2285, -1.0051], [0.1413, 1.6656, -0.1187], [0.0443, 0.2298, 1.5704], [2.0269, 0.0049, 1.3663], [0.2270, -1.9246, 0.3471]],
  "relative_energy_kcal_mol": 97.1,
  "e_homo_ev": -9.395,
  "smiles": "C#C[C@H]1CCN1",
  "lumo_ev": 1.10,
  "orbital_gap_ha": 0.386,
  "charge": 0
}



(2)
{
  "formula": "C7H13N5O2",
  "method": "ωB97M-V/def2-TZVPD",
  "species": ["H", "N", "C", "N", "C", "N", "C", "C", "N", "C", "C", "C", "N", "O", "O", "H", "H", "H", "H", "H", "H", "H", "H", "H", "H", "H", "H"],
  "xyz": [[-2.2036, -2.5089, 0.6130], [-1.2523, -2.2153, 0.4749], [-1.1106, -1.0469, 0.1080], [0.1945, -0.5144, -0.0444], [1.1330, -1.3796, -0.0478], [2.4195, -1.0354, 0.1300], [2.8710, 0.3307, 0.6305], [3.4058, -2.0491, -0.2091], [-2.0846, 0.0227, -0.1051], [-1.7392, 1.3863, 0.2539], [-0.8457, 2.2586, -0.6099], [-2.3928, 2.5767, -0.4616], [-3.4595, -0.2332, -0.1124], [-3.7878, -1.3525, -0.3468], [-4.2459, 0.6293, 0.2069], [0.9652, -2.4198, -0.2084], [2.0223, 1.0931, 0.6889], [3.3880, 0.0652, 1.6201], [3.6215, 0.7736, -0.0209], [4.2253, -1.5475, -0.7826], [3.8809, -2.5862, 0.5844], [2.9296, -2.8030, -0.8657], [-1.3482, 1.6277, 1.2525], [-0.5588, 2.1120, -1.6216], [-0.3230, 3.0788, -0.0887], [-2.5453, 3.3196, 0.2946], [-3.1594, 2.4176, -1.3328]],
  "relative_energy_kcal_mol": 0.0,
  "e_homo_ev": -8.777,
  "smiles": "[H]/N=C(/N=C/N(C)C)N(C1CC1)[N+](=O)[O-]",
  "lumo_ev": 0.66,
  "orbital_gap_ha": 0.347,
  "charge": 0
}



(3)
{
  "formula": "CH2O3P2",
  "method": "ωB97M-V/def2-TZVPD",
  "species": ["C", "O", "O", "O", "P", "P", "H", "H"],
  "xyz": [[-1.1324, 0.0653, 0.1035], [0.7154, 1.7430, 1.1163], [1.0641, 1.0536, -1.3214], [1.3543, -2.2229, -0.4795], [0.9445, -1.4329, 0.6763], [0.5517, 0.7121, 0.0554], [-1.9361, 0.3156, 0.7882], [-1.5614, -0.2337, -0.9387]],
  "relative_energy_kcal_mol": 12.3,
  "e_homo_ev": [3.581, 1.675],
  "multiplicity": 3,
  "s_squared": 2.011,
  "lumo_ev": [7.56, 7.02],
  "orbital_gap_ha": [0.146, 0.197],
  "charge": -2
}



(4)
{
  "formula": "C34H64F4O23",
  "method": "ωB97M-V/def2-TZVPD",
  "species": ["C", "C", "O", "C", "C", "C", "O", "C", "C", "C", "C", "C", "O", "O", "C", "C", "C", "O", "C", "C", "F", "F", "C", "F", "F", "H", "H", "H", "H", "H", "H", "H", "H", "H", "H", "H", "H", "H", "H", "H", "H", "H", "H", "H", "H", "H", "H", "H", "H", "H", "H", "H", "H", "C", "O", "C", "O", "O", "C", "H", "H", "H", "H", "H", "H", "C", "O", "C", "O", "O", "C", "H", "H", "H", "H", "H", "H", "C", "O", "C", "O", "O", "C", "H", "H", "H", "H", "H", "H", "C", "O", "C", "O", "O", "C", "H", "H", "H", "H", "H", "H", "C", "O", "C", "O", "O", "C", "H", "H", "H", "H", "H", "H", "C", "O", "C", "O", "O", "C", "H", "H", "H", "H", "H", "H"],
  "xyz": [[-1.3554, 2.6807, 5.8934], [-2.5184, 2.3782, 4.9832], [-2.7644, 0.9888, 4.8872], [-1.8078, 0.3136, 4.1256], [-2.4196, -0.9578, 3.6123], [-1.7779, -2.1730, 4.2178], [-0.5086, -2.2596, 3.6636], [0.4408, -3.0096, 4.3923], [1.6979, -3.0494, 3.5426], [1.4178, -3.1462, 2.0794], [2.6993, -3.0593, 1.2834], [3.3589, -1.7370, 1.2990], [4.5278, -1.5919, 1.4778], [2.5446, -0.7156, 1.0075], [2.8581, 0.5190, 1.6399], [2.2630, 0.6649, 3.0041], [0.7719, -2.4184, 5.7228], [-0.0085, -3.0769, 6.7170], [-0.4298, -2.2269, 7.7459], [-2.6331, -3.3636, 3.9070], [-2.0488, -4.5159, 4.1915], [-2.8909, -3.4108, 2.5951], [-4.0023, -3.3374, 4.6025], [-4.2234, -4.4790, 5.2075], [-4.0695, -2.3771, 5.5153], [-0.4738, 2.8606, 5.3179], [-1.5610, 3.4950, 6.5356], [-1.1738, 1.8102, 6.4830], [-2.3737, 2.7979, 4.0093], [-3.4082, 2.7824, 5.3926], [-1.5456, 0.9236, 3.2852], [-0.9028, 0.1390, 4.6801], [-2.2259, -1.0256, 2.5694], [-3.4671, -0.9140, 3.7847], [-1.8005, -2.0229, 5.2803], [0.1575, -4.0284, 4.5528], [2.2881, -2.1902, 3.7649], [2.2733, -3.8919, 3.8561], [0.7961, -2.3606, 1.7317], [1.0142, -4.1189, 1.8978], [3.3973, -3.7899, 1.5944], [2.4585, -3.2583, 0.2624], [3.9077, 0.6834, 1.7214], [2.4421, 1.2870, 1.0373], [2.9536, 0.3616, 3.7532], [2.0252, 1.6875, 3.1880], [1.3641, 0.0950, 3.0500], [0.5312, -1.3756, 5.7722], [1.8008, -2.6049, 5.9485], [-0.9817, -1.3844, 7.3737], [-1.0903, -2.7703, 8.3688], [0.4083, -1.8893, 8.3132], [-4.7720, -3.1970, 3.8675], [-2.2814, 3.7390, 0.8133], [-2.4189, 5.1664, 0.7600], [-1.8301, 5.8074, 1.7663], [-1.2179, 5.2966, 2.6673], [-2.0327, 7.1110, 1.6025], [-1.4494, 7.9344, 2.6172], [-2.8036, 3.3533, -0.0530], [-1.2330, 3.4533, 0.7607], [-2.7380, 3.3372, 1.7124], [-0.3692, 7.8126, 2.6361], [-1.8712, 7.6990, 3.5909], [-1.6928, 8.9586, 2.3562], [4.5892, 1.1051, -1.5993], [3.9087, 1.4719, -2.8026], [3.6449, 2.7747, -2.8755], [3.9524, 3.5993, -2.0542], [2.9476, 3.0076, -3.9830], [2.5834, 4.3826, -4.1556], [4.7493, 0.0325, -1.6324], [5.5526, 1.6018, -1.5172], [3.9599, 1.3406, -0.7472], [3.4652, 5.0102, -4.2507], [1.9732, 4.7241, -3.3237], [2.0032, 4.4403, -5.0706], [4.0241, -3.8355, -4.5932], [3.5572, -5.1891, -4.5339], [3.0094, -5.5335, -3.3725], [2.8852, -4.8235, -2.4106], [2.6199, -6.8036, -3.4627], [2.0044, -7.3178, -2.2789], [4.4381, -3.7003, -5.5863], [3.2022, -3.1398, -4.4492], [4.8000, -3.6661, -3.8510], [1.1040, -6.7574, -2.0398], [2.6980, -7.2884, -1.4422], [1.7417, -8.3480, -2.4938], [-4.1915, -2.4486, -0.3421], [-4.0556, -2.1466, -1.7350], [-4.0108, -0.8586, -2.0432], [-4.0632, 0.0627, -1.2694], [-3.8947, -0.7641, -3.3663], [-3.8249, 0.5689, -3.8718], [-4.2003, -3.5297, -0.2587], [-3.3495, -2.0558, 0.2218], [-5.1249, -2.0505, 0.0492], [-2.9501, 1.0812, -3.4795], [-4.7282, 1.1231, -3.6268], [-3.7358, 0.4832, -4.9493], [0.0826, 9.1544, -5.3701], [-0.9242, 8.7290, -4.4495], [-0.4810, 7.9298, -3.4824], [0.6550, 7.5609, -3.3319], [-1.5017, 7.6117, -2.6941], [-1.1391, 6.7627, -1.5945], [-0.4145, 9.7914, -6.0939], [0.8557, 9.7228, -4.8590], [0.5217, 8.3012, -5.8813], [-0.4081, 7.2596, -0.9610], [-0.7418, 5.8175, -1.9597], [-2.0360, 6.5802, -1.0250], [2.0821, -6.2426, -7.3727], [0.7521, -6.0106, -7.8513], [0.4271, -4.7273, -7.9477], [1.1366, -3.7942, -7.6728], [-0.8228, -4.6470, -8.3998], [-1.3093, -3.3123, -8.5518], [2.2230, -7.3177, -7.3388], [2.8147, -5.8113, -8.0514], [2.2093, -5.8374, -6.3750], [-0.7073, -2.7631, -9.2715], [-1.3154, -2.7940, -7.5960], [-2.3255, -3.3978, -8.9221]],
  "e_homo_ev": -9.821,
  "smiles": "CCOCC[C@H](O[C@@H](CCCC(=O)OCC)COC)C(F)(F)C(F)F.COC(=O)OC.COC(=O)OC.COC(=O)OC.COC(=O)OC.COC(=O)OC.COC(=O)OC",
  "lumo_ev": 0.22,
  "orbital_gap_ha": 0.369,
  "charge": 0
}



(5)
{
  "formula": "C27H15ClF5I2N8O8TeV",
  "method": "ωB97M-V/def2-TZVPD",
  "species": ["V", "O", "N", "O", "C", "C", "C", "C", "C", "C", "N", "C", "C", "N", "C", "C", "C", "C", "H", "H", "H", "H", "H", "H", "H", "I", "C", "I", "H", "H", "O", "C", "O", "C", "C", "Cl", "N", "N", "C", "C", "O", "O", "C", "C", "C", "C", "C", "C", "H", "H", "H", "H", "H", "H", "O", "N", "C", "C", "N", "C", "N", "F", "Te", "F", "F", "F", "F", "O"],
  "xyz": [[0.5420, -0.2048, -0.4332], [-0.2470, 4.9953, -5.1815], [-1.1785, 4.2204, -5.1336], [-2.1970, 4.3445, -5.7815], [-1.0724, 3.0296, -4.2155], [-2.0923, 2.1749, -4.2717], [-2.1306, 0.9932, -3.4488], [-3.1344, 0.0420, -3.5203], [-3.0798, -1.0635, -2.6775], [-2.0443, -1.1770, -1.7714], [-1.0642, -0.2754, -1.6796], [-1.0944, 0.7953, -2.5359], [-0.0071, 1.7089, -2.4735], [0.9627, 1.4153, -1.5553], [2.0580, 2.1634, -1.5119], [2.2279, 3.2462, -2.3593], [1.2372, 3.5950, -3.2561], [0.0711, 2.8243, -3.3325], [-2.9033, 2.3809, -4.9575], [-3.9433, 0.1705, -4.2308], [-3.8381, -1.8331, -2.7104], [-2.0005, -2.0141, -1.0875], [2.8125, 1.8819, -0.7892], [3.1503, 3.8083, -2.3143], [1.3642, 4.4428, -3.9051], [3.6719, 1.6289, 2.2703], [4.8767, -0.0962, 2.0041], [3.9657, -1.9081, 2.6072], [5.7741, 0.0322, 2.5931], [5.0945, -0.1919, 0.9474], [-0.7471, -6.2559, 0.6869], [-1.3490, -5.5460, 1.6281], [-2.1307, -6.0470, 2.3959], [-1.0174, -4.0881, 1.7044], [-1.4072, -3.2550, 2.7303], [-2.2204, -3.6267, 4.1732], [-0.9401, -2.0103, 2.4651], [-0.2628, -1.9879, 1.3114], [-0.2921, -3.2243, 0.8463], [0.4154, -3.4977, -0.4298], [0.5412, -4.6170, -0.8676], [0.8305, -2.4064, -1.0602], [-0.9894, -0.8361, 3.2988], [0.1929, -0.1449, 3.4914], [0.1928, 0.9777, 4.3036], [-0.9805, 1.3857, 4.9261], [-2.1591, 0.6822, 4.7172], [-2.1734, -0.4289, 3.8864], [-0.1780, -5.6979, 0.0964], [1.1043, -0.4878, 3.0122], [1.1153, 1.5252, 4.4528], [-0.9817, 2.2608, 5.5641], [-3.0791, 1.0102, 5.1850], [-3.0964, -0.9596, 3.6950], [-0.4319, 0.7335, 0.6230], [-1.4974, 1.2499, 1.1499], [-1.3056, 2.4784, 1.6259], [-2.4127, 3.1000, 2.2808], [-3.2889, 3.6261, 2.8149], [-0.0492, 3.1535, 1.5464], [0.9907, 3.6469, 1.4518], [4.6930, -2.0044, -0.6271], [2.8938, -1.7515, -1.1636], [2.9067, -3.3644, -0.1865], [1.7605, -0.9205, -2.5618], [3.2594, -2.8663, -2.5817], [3.9338, -0.3899, -2.0011], [2.3780, -0.5451, 0.1282]],
  "relative_energy_kcal_mol": 102.7,
  "e_homo_ev": [-3.773, -4.247],
  "multiplicity": 2,
  "s_squared": 0.812,
  "lumo_ev": [0.57, 0.61],
  "orbital_gap_ha": [0.160, 0.178],
  "charge": -1
}